14
Properties=species:S:1:pos:R:3 method="wB97M-V/def2-TZVPD" e_tot_ev=-11878.8376 homo_lumo_gap_ev=8.0 total_charge=-1 relative_energy_kj_mol=157.4 smiles="O=CCCNC(=O)[O-]" e_homo_ev=-4.1
C -0.2041 0.8385 0.6515
C -0.4874 -0.6867 0.9350
C 0.6756 -1.6294 0.7174
O 1.2536 -2.1543 1.6483
N -0.3912 1.4836 -0.6686
C 0.3035 0.8383 -1.8472
O 0.1216 -0.3918 -1.9634
O 0.8665 1.6479 -2.5884
H -0.5925 1.4715 1.4438
H 0.8926 0.8577 0.7802
H -0.8573 -0.7836 1.9520
H -1.2006 -1.0181 0.1657
H 0.9944 -1.9087 -0.3041
H -1.3746 1.4353 -0.9221